Below is a structure of composition C48H41F5N3OP3PtSe, with properties calculated with ωB97M-V with the def2-TZVPD basis set.

The energy comes out at -166993.8885 eV. The net charge is +2. As for the spin multiplicity: 1. The value obtained for the frontier orbital gap (alpha / beta) is 6.08 / 6.08 eV. The value obtained for the LUMO energy (alpha / beta) is -6.4049 / -6.4031 eV.

Geometry (Å):
1 Pt -0.362 0.060 -0.040
2 O -0.555 -3.344 -0.061
3 C -1.265 -3.773 -1.140
4 C -1.805 -5.045 -1.205
5 C -2.571 -5.384 -2.309
6 C -2.801 -4.454 -3.315
7 C -2.276 -3.178 -3.218
8 C -1.480 -2.822 -2.124
9 P -0.758 -1.155 -1.982
10 C 0.776 -1.216 -2.938
11 C 0.927 -2.097 -4.009
12 C 2.110 -2.118 -4.732
13 C 3.155 -1.272 -4.387
14 C 3.022 -0.409 -3.308
15 C 1.840 -0.385 -2.585
16 C -1.952 -0.208 -2.969
17 C -1.782 0.016 -4.332
18 C -2.744 0.719 -5.047
19 C -3.885 1.186 -4.408
20 C -4.069 0.947 -3.049
21 C -3.106 0.254 -2.333
22 C 0.724 -3.757 0.194
23 C 1.352 -4.856 -0.356
24 C 2.644 -5.142 0.071
25 C 3.281 -4.348 1.014
26 C 2.640 -3.227 1.525
27 C 1.353 -2.916 1.101
28 P 0.388 -1.473 1.616
29 C 1.587 -0.626 2.686
30 C 2.566 0.164 2.084
31 C 3.567 0.743 2.847
32 C 3.596 0.535 4.221
33 C 2.619 -0.242 4.824
34 C 1.613 -0.824 4.060
35 C -0.925 -2.118 2.670
36 C -2.121 -1.418 2.804
37 C -3.119 -1.898 3.637
38 C -2.929 -3.082 4.335
39 C -1.743 -3.791 4.195
40 C -0.743 -3.314 3.363
41 H -1.642 -5.740 -0.393
42 H -3.003 -6.373 -2.376
43 H -3.403 -4.722 -4.173
44 H -2.492 -2.458 -3.995
45 H 0.130 -2.777 -4.279
46 H 2.219 -2.805 -5.560
47 H 4.079 -1.297 -4.949
48 H 3.847 0.229 -3.020
49 H 1.747 0.260 -1.717
50 H -0.888 -0.332 -4.836
51 H -2.605 0.894 -6.105
52 H -4.637 1.724 -4.969
53 H -4.969 1.290 -2.555
54 H -3.253 0.062 -1.274
55 H 0.858 -5.479 -1.088
56 H 3.152 -6.006 -0.336
57 H 4.279 -4.595 1.345
58 H 3.149 -2.592 2.238
59 H 2.551 0.313 1.008
60 H 4.333 1.343 2.373
61 H 4.387 0.970 4.818
62 H 2.637 -0.405 5.894
63 H 0.852 -1.425 4.541
64 H -2.275 -0.498 2.256
65 H -4.046 -1.350 3.741
66 H -3.708 -3.457 4.984
67 H -1.597 -4.718 4.734
68 H 0.178 -3.874 3.255
69 F 3.343 4.029 6.427
70 C 2.457 3.568 5.557
71 C 1.508 2.641 5.949
72 F 1.489 2.205 7.202
73 C 0.597 2.162 5.024
74 F -0.290 1.262 5.446
75 C 0.588 2.584 3.697
76 Se -0.725 1.851 2.531
77 C 1.551 3.521 3.350
78 F 1.621 4.008 2.090
79 C 2.477 4.015 4.247
80 F 3.382 4.913 3.862
81 C -0.771 5.230 -0.311
82 N 0.523 4.625 -0.898
83 C 0.452 4.725 -2.424
84 N -0.725 4.098 -2.909
85 C -1.915 4.714 -2.324
86 N -1.920 4.606 -0.869
87 C -2.109 3.230 -0.403
88 P -0.726 2.149 -0.969
89 C 0.688 3.204 -0.458
90 C -0.734 2.641 -2.759
91 H -0.742 6.290 -0.564
92 H -0.716 5.092 0.768
93 H 1.320 5.168 -0.560
94 H 1.354 4.256 -2.815
95 H 0.451 5.789 -2.660
96 H -2.801 4.222 -2.721
97 H -1.943 5.768 -2.603
98 H -3.051 2.839 -0.790
99 H -2.158 3.214 0.686
100 H 1.622 2.817 -0.870
101 H 0.743 3.188 0.622
102 H -1.624 2.256 -3.246
103 H 0.132 2.206 -3.264

These are the Löwdin partial charges, in e, on atoms 1 to 99:
1 Pt 0.486
2 O -0.069
3 C -0.275
4 C 0.018
5 C -0.029
6 C -0.045
7 C -0.064
8 C -0.239
9 P 0.972
10 C -0.352
11 C -0.074
12 C -0.046
13 C -0.048
14 C -0.062
15 C -0.115
16 C -0.420
17 C -0.096
18 C -0.052
19 C -0.053
20 C -0.064
21 C -0.131
22 C -0.273
23 C 0.016
24 C -0.042
25 C -0.055
26 C -0.045
27 C -0.273
28 P 0.949
29 C -0.417
30 C -0.128
31 C -0.065
32 C -0.062
33 C -0.057
34 C -0.068
35 C -0.364
36 C -0.119
37 C -0.056
38 C -0.053
39 C -0.054
40 C -0.078
41 H 0.138
42 H 0.122
43 H 0.118
44 H 0.107
45 H 0.108
46 H 0.119
47 H 0.118
48 H 0.112
49 H 0.053
50 H 0.112
51 H 0.120
52 H 0.118
53 H 0.118
54 H 0.106
55 H 0.120
56 H 0.119
57 H 0.115
58 H 0.111
59 H 0.091
60 H 0.115
61 H 0.121
62 H 0.125
63 H 0.115
64 H 0.035
65 H 0.113
66 H 0.115
67 H 0.115
68 H 0.116
69 F 0.160
70 C -0.131
71 C -0.150
72 F 0.151
73 C -0.273
74 F 0.091
75 C -0.468
76 Se 0.824
77 C -0.232
78 F 0.038
79 C -0.145
80 F 0.137
81 C -0.080
82 N -0.051
83 C -0.099
84 N -0.128
85 C -0.134
86 N -0.130
87 C -0.283
88 P 0.840
89 C -0.270
90 C -0.258
91 H 0.152
92 H 0.147
93 H 0.188
94 H 0.149
95 H 0.151
96 H 0.141
97 H 0.146
98 H 0.099
99 H 0.029

***

Below is a cluster of 2 separate species, C2H5S in total, with properties calculated with ωB97M-V with the def2-TZVPD basis set.

The energy comes out at -12989.5961 eV. The net charge is -1. As for the spin multiplicity: 1. The value obtained for the frontier orbital gap is 6.69 eV. The value obtained for the LUMO energy is 4.1474 eV. Its energy relative to the best compared isomer or geometry (same formula, charge and spin) is 30.4 kcal/mol.

Geometry (Å):
1 S 1.170 -1.843 -2.119
2 H 1.964 -2.021 -0.997
3 C -0.859 0.567 1.067
4 C -0.262 0.764 -0.121
5 H -1.484 1.297 1.637
6 H -0.657 -0.485 1.793
7 H 0.315 -0.013 -0.667
8 H -0.187 1.733 -0.593

Formally, the natural (NBO) partial charges of the atoms, in units of the elementary charge, are as follows:
1 S -1.051
2 H 0.087
3 C -0.434
4 C -0.400
5 H 0.171
6 H 0.178
7 H 0.274
8 H 0.174

***

Below is a cluster of 11 separate species, C44H78FO24P2 in total, with properties calculated with ωB97M-V with the def2-TZVPD basis set.

The energy comes out at -117336.3377 eV. The net charge is -1. As for the spin multiplicity: 1. The value obtained for the frontier orbital gap is 9.18 eV. The value obtained for the LUMO energy is 1.8962 eV.

Geometry (Å):
1 F 1.332 -1.165 -0.677
2 C -4.542 1.517 -3.773
3 C -4.922 2.461 -2.633
4 O -5.452 1.757 -1.505
5 P -6.836 2.210 -0.847
6 O -7.839 2.824 -1.676
7 O -7.354 0.936 -0.025
8 C -7.292 -0.431 -0.643
9 C -8.622 -1.112 -0.435
10 O -6.365 3.074 0.377
11 C -7.204 3.514 1.410
12 C -6.596 3.105 2.717
13 H -5.398 0.988 -4.126
14 H -4.118 1.927 -4.670
15 H -3.840 0.777 -3.385
16 H -4.011 2.925 -2.306
17 H -5.630 3.132 -3.021
18 H -7.131 -0.264 -1.725
19 H -6.412 -0.857 -0.097
20 H -9.036 -1.067 0.584
21 H -9.370 -0.708 -1.107
22 H -8.394 -2.133 -0.756
23 H -7.201 4.578 1.204
24 H -8.221 3.054 1.367
25 H -7.161 3.554 3.543
26 H -6.639 2.013 2.915
27 H -5.489 3.369 2.889
28 C 1.562 5.212 2.799
29 C 0.303 4.432 3.177
30 O -0.726 5.342 3.493
31 P -2.238 5.302 2.951
32 O -2.980 6.477 3.414
33 O -2.079 5.292 1.387
34 C -1.585 6.463 0.698
35 C -1.168 6.021 -0.621
36 O -2.750 3.815 3.178
37 C -3.335 3.453 4.466
38 C -2.222 2.939 5.400
39 H 1.423 5.872 1.937
40 H 1.831 5.806 3.682
41 H 2.324 4.540 2.577
42 H -0.034 3.751 2.383
43 H 0.581 3.765 3.962
44 H -2.403 7.173 0.508
45 H -0.744 6.917 1.333
46 H -0.482 6.730 -1.171
47 H -0.555 5.070 -0.514
48 H -1.929 5.856 -1.380
49 H -3.875 4.353 4.869
50 H -4.157 2.762 4.255
51 H -2.630 2.778 6.355
52 H -1.672 2.100 5.033
53 H -1.606 3.893 5.515
54 O 2.267 -5.960 -2.108
55 C 1.770 -5.041 -2.669
56 O 0.830 -4.355 -2.090
57 C 0.482 -3.116 -2.894
58 C 1.597 -2.956 -3.976
59 C 2.114 -4.417 -4.057
60 H 0.382 -2.368 -2.196
61 H -0.459 -3.468 -3.260
62 H 2.438 -2.383 -3.730
63 H 1.157 -2.675 -4.918
64 H 3.163 -4.528 -4.280
65 H 1.529 -5.113 -4.726
66 O 8.507 -0.138 -2.086
67 C 8.096 -0.733 -1.159
68 O 8.131 -0.288 0.103
69 C 7.919 -1.399 0.983
70 C 8.109 -2.705 0.164
71 C 7.676 -2.203 -1.225
72 H 6.965 -1.353 1.451
73 H 8.675 -1.265 1.728
74 H 7.756 -3.529 0.729
75 H 9.127 -3.010 0.068
76 H 6.586 -2.383 -1.353
77 H 8.102 -2.758 -2.097
78 O -3.757 -1.032 3.429
79 C -3.074 -0.515 2.573
80 O -1.798 -0.828 2.231
81 C -1.326 -0.029 1.190
82 C -2.549 0.615 0.507
83 C -3.609 0.583 1.638
84 H -0.668 -0.619 0.556
85 H -0.621 0.742 1.718
86 H -2.900 -0.059 -0.241
87 H -2.359 1.647 0.199
88 H -4.605 0.266 1.255
89 H -3.718 1.494 2.163
90 O 4.798 -2.209 1.937
91 C 3.641 -1.895 2.128
92 O 3.334 -0.712 2.732
93 C 1.959 -0.386 2.507
94 C 1.200 -1.711 2.400
95 C 2.333 -2.533 1.725
96 H 1.934 0.075 1.488
97 H 1.696 0.400 3.249
98 H 0.368 -1.541 1.737
99 H 0.926 -2.171 3.354
100 H 2.199 -2.421 0.641
101 H 2.351 -3.585 1.983
102 O -0.772 -1.207 -4.335
103 C -0.170 -0.267 -3.971
104 O 0.831 0.286 -4.674
105 C 1.284 1.528 -4.072
106 C 0.318 1.860 -2.893
107 C -0.437 0.599 -2.674
108 H 1.220 2.298 -4.835
109 H 2.339 1.469 -3.683
110 H -0.367 2.715 -3.122
111 H 0.953 2.096 -2.009
112 H -1.517 0.582 -2.570
113 H 0.032 0.015 -1.866
114 O -4.477 -2.690 -0.038
115 C -3.369 -3.014 0.399
116 O -2.221 -2.522 -0.168
117 C -1.126 -3.415 0.157
118 C -1.581 -4.141 1.452
119 C -3.086 -4.059 1.393
120 H -0.158 -2.933 0.148
121 H -1.093 -4.217 -0.703
122 H -1.246 -3.579 2.304
123 H -1.114 -5.121 1.457
124 H -3.596 -3.857 2.335
125 H -3.631 -4.972 1.064
126 O 6.187 -7.138 0.467
127 C 5.681 -6.296 -0.233
128 O 6.226 -5.967 -1.449
129 C 5.389 -4.973 -2.147
130 C 4.719 -4.228 -1.013
131 C 4.563 -5.370 0.008
132 H 4.723 -5.556 -2.760
133 H 6.039 -4.308 -2.718
134 H 3.743 -3.835 -1.282
135 H 5.251 -3.370 -0.639
136 H 3.615 -5.910 -0.249
137 H 4.454 -5.020 1.026
138 O 5.204 2.280 -3.103
139 C 4.991 1.646 -2.134
140 O 4.451 0.353 -2.255
141 C 4.062 -0.146 -0.984
142 C 4.186 1.045 -0.009
143 C 5.088 2.048 -0.682
144 H 4.663 -1.006 -0.726
145 H 3.024 -0.410 -1.085
146 H 4.623 0.643 0.887
147 H 3.225 1.501 0.252
148 H 6.242 1.934 -0.459
149 H 4.845 3.106 -0.593

These are the Löwdin partial charges, in e, on atoms 1 to 99:
1 F -0.496
2 C -0.052
3 C -0.244
4 O -0.168
5 P 0.343
6 O -0.210
7 O -0.216
8 C -0.208
9 C -0.078
10 O -0.189
11 C -0.281
12 C -0.076
13 H 0.065
14 H 0.073
15 H 0.069
16 H 0.110
17 H 0.092
18 H 0.117
19 H 0.114
20 H 0.085
21 H 0.073
22 H 0.081
23 H 0.124
24 H 0.133
25 H 0.078
26 H 0.090
27 H 0.074
28 C -0.050
29 C -0.281
30 O -0.191
31 P 0.370
32 O -0.220
33 O -0.189
34 C -0.282
35 C -0.109
36 O -0.198
37 C -0.242
38 C -0.042
39 H 0.074
40 H 0.089
41 H 0.049
42 H 0.117
43 H 0.102
44 H 0.126
45 H 0.141
46 H 0.098
47 H 0.099
48 H 0.074
49 H 0.129
50 H 0.090
51 H 0.056
52 H 0.071
53 H 0.098
54 O 0.093
55 C -0.559
56 O 0.012
57 C -0.077
58 C -0.101
59 C -0.053
60 H 0.047
61 H 0.119
62 H 0.097
63 H 0.103
64 H 0.097
65 H 0.140
66 O 0.142
67 C -0.519
68 O 0.029
69 C -0.130
70 C -0.118
71 C -0.065
72 H 0.088
73 H 0.116
74 H 0.103
75 H 0.101
76 H 0.088
77 H 0.137
78 O 0.097
79 C -0.445
80 O -0.003
81 C -0.188
82 C -0.109
83 C -0.044
84 H 0.081
85 H 0.152
86 H 0.091
87 H 0.118
88 H 0.126
89 H 0.082
90 O 0.083
91 C -0.448
92 O -0.008
93 C -0.169
94 C -0.130
95 C -0.074
96 H 0.106
97 H 0.130
98 H 0.043
99 H 0.123

***

What is the net charge in the third record?
-1

***

Look up the net charge of the second one.
-1